{"formula": "C23H32NO3", "method": "ωB97M-V/def2-TZVPD", "elements": ["C", "C", "C", "C", "H", "H", "O", "C", "C", "C", "C", "C", "C", "H", "H", "C", "H", "C", "C", "C", "C", "C", "C", "C", "H", "H", "H", "H", "H", "H", "C", "N", "C", "H", "H", "C", "O", "C", "H", "C", "H", "H", "H", "H", "H", "H", "H", "H", "O", "H", "H", "H", "H", "H", "H", "H", "H", "H", "H"], "xyz": [[-3.457729, -5.389988, -0.017309], [-4.393895, -4.235556, -0.356078], [-3.809535, -2.864876, -0.015141], [-3.674196, -2.644319, 1.493051], [-2.950757, -3.332588, 1.941013], [-4.643543, -2.801085, 1.972062], [-3.341775, -1.300533, 1.810687], [-2.080686, -0.857851, 1.694353], [-1.884759, 0.494901, 2.015856], [-0.640927, 1.072897, 1.928949], [0.461251, 0.329638, 1.504257], [0.274009, -1.018984, 1.210768], [-0.976364, -1.612491, 1.301976], [-1.068387, -2.664755, 1.085801], [1.124039, -1.629249, 0.934873], [1.825740, 0.987833, 1.358173], [2.081055, 1.481824, 2.305161], [1.787415, 2.093451, 0.262429], [2.892733, 3.110772, 0.455115], [4.229277, 2.730887, 0.454541], [5.223656, 3.674399, 0.642255], [4.894820, 5.006309, 0.828885], [3.565456, 5.391430, 0.831676], [2.570155, 4.447944, 0.646071], [1.534326, 4.756821, 0.653534], [3.300369, 6.426623, 0.980478], [5.671384, 5.740598, 0.974877], [6.258081, 3.367240, 0.643231], [4.495594, 1.693365, 0.323950], [0.832806, 2.618960, 0.352775], [1.911007, 1.467856, -1.129265], [0.793635, 0.532394, -1.416031], [-0.442258, 1.219436, -1.850445], [-0.730721, 1.963446, -1.108515], [-0.245387, 1.712334, -2.805496], [-1.562790, 0.188865, -2.019794], [-1.198128, -0.800631, -2.946469], [-0.034955, -1.478607, -2.549600], [0.173681, -2.212787, -3.328724], [1.145212, -0.512072, -2.402842], [2.031221, -1.047928, -2.060701], [1.357231, -0.031985, -3.360892], [-0.202332, -2.003143, -1.596317], [-2.457346, 0.667988, -2.419081], [-1.803106, -0.259553, -1.043335], [0.584020, 0.054335, -0.507574], [2.844309, 0.904450, -1.162888], [1.938743, 2.245040, -1.895222], [2.818440, 0.046176, 1.001662], [3.159690, -0.375309, 1.795726], [-0.512737, 2.106882, 2.211891], [-2.738063, 1.061069, 2.351366], [-4.466077, -2.085413, -0.408148], [-2.837119, -2.756524, -0.503135], [-5.338828, -4.365541, 0.173410], [-4.608439, -4.257088, -1.426017], [-2.497217, -5.265478, -0.514124], [-3.890676, -6.328570, -0.351914], [-3.290618, -5.463260, 1.054204]], "atomic_forces_ev_per_a": [[-0.2, 0.1, 0.0], [0.3, 0.1, 0.0], [-0.1, 0.0, 0.3], [-0.1, -0.4, -0.4], [-0.1, 0.1, 0.0], [0.1, 0.0, 0.0], [0.0, 0.3, 0.1], [0.3, 0.1, 0.0], [-0.1, -0.2, 0.0], [0.0, -0.2, -0.1], [0.2, -0.4, 0.1], [0.1, 0.2, 0.4], [-0.4, -0.1, 0.1], [-0.1, -0.1, 0.0], [0.0, 0.0, 0.0], [-0.4, 0.4, 0.1], [0.0, -0.1, -0.1], [0.3, -0.2, 0.2], [-0.2, 0.0, -0.1], [0.0, -0.1, 0.0], [0.1, 0.0, 0.0], [0.0, 0.0, 0.0], [0.0, 0.1, 0.0], [0.0, 0.0, 0.0], [-0.1, 0.0, 0.0], [0.0, 0.1, 0.0], [0.1, 0.1, 0.0], [0.1, 0.0, 0.0], [0.0, -0.1, 0.0], [0.1, 0.0, 0.0], [0.5, 0.5, 0.2], [0.1, -0.2, 0.3], [-0.9, 0.1, -0.2], [0.1, 0.0, 0.0], [0.1, 0.0, 0.1], [0.0, 0.2, 0.2], [-0.1, 0.0, -0.2], [0.2, 0.0, 0.0], [0.1, 0.0, 0.1], [-0.2, -0.7, -0.5], [0.0, 0.1, 0.1], [0.0, 0.1, 0.1], [0.0, 0.0, -0.1], [0.1, 0.1, 0.1], [0.0, 0.0, -0.1], [-0.1, 0.2, -0.5], [-0.1, 0.0, -0.1], [-0.1, -0.1, 0.0], [0.1, 0.0, -0.1], [0.0, 0.0, 0.0], [0.0, 0.2, 0.0], [-0.1, 0.1, 0.1], [0.0, 0.1, 0.0], [0.0, 0.1, 0.0], [-0.1, 0.0, -0.1], [-0.1, 0.0, 0.0], [0.1, 0.0, 0.0], [0.0, -0.1, 0.0], [0.1, -0.1, 0.1]], "total_charge": 1, "multiplicity": 1, "smiles": "CCCCOc1ccc([C@@H](O)[C@H](C[NH+]2CCOCC2)c2ccccc2)cc1"}


{"formula": "C38H58BN8P2RbS2", "method": "ωB97M-V/def2-TZVPD", "elements": ["Rb", "C", "C", "C", "P", "C", "C", "C", "C", "C", "C", "C", "C", "C", "C", "N", "C", "C", "C", "C", "C", "C", "C", "P", "C", "C", "C", "C", "C", "C", "H", "H", "H", "H", "H", "H", "H", "H", "H", "H", "H", "H", "H", "H", "H", "H", "H", "H", "H", "H", "H", "H", "H", "H", "H", "H", "H", "H", "H", "H", "H", "H", "H", "H", "H", "H", "H", "H", "H", "H", "C", "C", "N", "N", "C", "N", "S", "C", "C", "C", "C", "C", "N", "H", "H", "H", "H", "H", "H", "H", "H", "H", "B", "C", "N", "H", "H", "H", "S", "C", "N", "C", "C", "N", "H", "H", "H", "H", "H", "H"], "xyz": [[0.515367, -0.302760, -1.256337], [-1.052223, -2.712542, 3.983670], [-1.711206, -1.534154, 3.265477], [-3.153227, -1.321486, 3.720356], [-1.408626, -1.638910, 1.432385], [-1.990784, -3.355830, 0.971402], [-3.338933, -3.909339, 1.448961], [-1.828734, -3.508721, -0.548941], [-2.614844, -0.460202, 0.733429], [-3.775627, -0.750976, 0.019723], [-4.550712, 0.232443, -0.580024], [-5.803184, -0.112781, -1.343827], [-4.103285, 1.549763, -0.470118], [-2.955744, 1.884218, 0.220936], [-2.173260, 0.892390, 0.863779], [-0.975785, 1.075116, 1.480649], [-0.520982, 2.273269, 1.925190], [-1.351371, 3.293453, 2.454021], [-0.838870, 4.498140, 2.894381], [0.526464, 4.771846, 2.858360], [1.082194, 6.113024, 3.265654], [1.358919, 3.752040, 2.408690], [0.891171, 2.519914, 1.957228], [1.955117, 1.129306, 1.407377], [3.351356, 1.801148, 0.363091], [4.216395, 0.592433, -0.026666], [4.273582, 2.947904, 0.779657], [2.775521, 0.577542, 2.991984], [1.766482, -0.319985, 3.719363], [3.289586, 1.632254, 3.969372], [-0.951373, -2.503865, 5.053500], [-0.051583, -2.920647, 3.593310], [-1.645614, -3.625255, 3.879778], [-1.160257, -0.625535, 3.521815], [-3.786017, -2.182423, 3.497059], [-3.592052, -0.449605, 3.233573], [-3.183879, -1.158197, 4.804866], [-1.213349, -3.982475, 1.427734], [-4.175597, -3.247281, 1.228054], [-3.341492, -4.088662, 2.525211], [-3.541455, -4.867909, 0.956508], [-2.507488, -2.868313, -1.112804], [-2.018237, -4.540071, -0.859505], [-0.812230, -3.257495, -0.863090], [-4.083667, -1.780604, -0.114578], [-5.838500, -1.179966, -1.570342], [-5.849515, 0.422328, -2.296631], [-6.709888, 0.141080, -0.783405], [-4.657693, 2.338844, -0.974341], [-2.609573, 2.908609, 0.217224], [-2.416498, 3.108395, 2.518358], [-1.520283, 5.250003, 3.286477], [0.304307, 6.736635, 3.712530], [1.487606, 6.660954, 2.409550], [1.890877, 6.014813, 3.996650], [2.427857, 3.930277, 2.423218], [2.827699, 2.131069, -0.540756], [4.933534, 0.367783, 0.773442], [4.767774, 0.802623, -0.944792], [3.628692, -0.310017, -0.209892], [4.828674, 2.713653, 1.689994], [3.742940, 3.887940, 0.922229], [5.010086, 3.111273, -0.014603], [3.610512, -0.045582, 2.655031], [0.945631, 0.287315, 4.115793], [2.235368, -0.846343, 4.558349], [1.322268, -1.052907, 3.042851], [2.475193, 2.286666, 4.286234], [4.077767, 2.257003, 3.551472], [3.691642, 1.143416, 4.865731], [5.117188, -3.153017, -3.060209], [3.877410, -2.643056, -2.388596], [3.118715, -1.731231, -2.883332], [3.422197, -1.313106, -4.130729], [2.975771, -0.111690, -4.451160], [2.928742, 0.105603, -5.815247], [2.538165, 1.186497, -3.415775], [3.475440, -3.224499, -1.080630], [4.156245, -4.316616, -0.536084], [3.751720, -4.829194, 0.686005], [2.683103, -4.248228, 1.346413], [2.058065, -3.168281, 0.732511], [2.438010, -2.674649, -0.441098], [5.337807, -2.518226, -3.914217], [5.000638, -4.181555, -3.420530], [5.968279, -3.135186, -2.373158], [3.448830, -0.563635, -6.361898], [3.011513, 1.071371, -6.082375], [4.983144, -4.763328, -1.072067], [4.271885, -5.677540, 1.116019], [2.338611, -4.606979, 2.307760], [1.218265, -2.664480, 1.206575], [-3.081620, -2.721931, -4.267986], [-2.284073, -1.459683, -3.695827], [-1.714134, -0.537322, -3.292004], [-2.359341, -3.700679, -4.201748], [-4.084978, -2.871113, -3.586027], [-3.379019, -2.474781, -5.425729], [-0.658596, 3.761088, -1.900784], [-1.717206, 3.432793, -3.148911], [-2.270295, 4.370966, -3.997619], [-3.396216, 3.788385, -4.722750], [-3.039239, 2.298049, -4.682306], [-2.197204, 2.242211, -3.504449], [-2.303683, 5.310010, -3.641395], [-3.457525, 4.170952, -5.741009], [-4.348346, 3.979236, -4.215896], [-2.487938, 1.990463, -5.575149], [-3.907324, 1.650243, -4.576170], [-1.829900, 1.356046, -3.163494]], "atomic_forces_ev_per_a": [[-0.1, 0.0, -0.1], [0.0, 0.0, 0.0], [0.0, 0.1, 0.1], [0.0, 0.0, 0.1], [-0.1, -0.2, -0.2], [-0.2, 0.0, -0.1], [0.0, 0.0, 0.0], [0.0, 0.0, 0.0], [0.1, 0.1, 0.0], [0.0, -0.1, 0.0], [0.0, 0.0, 0.0], [0.0, 0.0, 0.0], [0.0, 0.0, 0.0], [-0.1, -0.1, 0.0], [0.1, -0.1, 0.0], [0.0, 0.0, 0.1], [0.0, -0.1, -0.2], [0.1, 0.1, 0.0], [-0.1, -0.1, 0.0], [0.0, 0.0, 0.0], [0.0, 0.0, 0.0], [0.0, -0.1, 0.0], [-0.1, 0.0, 0.0], [0.1, 0.2, 0.0], [0.1, 0.0, 0.0], [0.0, 0.0, 0.1], [0.0, 0.0, 0.0], [-0.2, 0.0, 0.1], [0.0, 0.0, 0.0], [0.1, 0.0, 0.0], [0.0, 0.0, 0.0], [0.0, 0.0, 0.0], [0.0, 0.0, 0.0], [0.0, 0.0, 0.0], [0.0, 0.0, 0.0], [0.0, 0.0, 0.0], [0.0, 0.0, 0.0], [0.0, 0.0, 0.0], [0.0, 0.0, 0.0], [0.0, 0.0, 0.0], [0.0, 0.0, 0.0], [0.0, 0.0, 0.0], [0.0, 0.0, 0.0], [0.0, 0.0, 0.0], [0.0, 0.0, 0.0], [0.0, 0.0, 0.0], [0.0, 0.0, 0.0], [0.0, 0.0, 0.0], [0.0, 0.0, 0.0], [0.0, 0.0, 0.0], [0.0, 0.0, 0.0], [0.0, 0.0, 0.0], [0.0, 0.0, 0.0], [0.0, 0.0, 0.0], [0.0, 0.0, 0.0], [0.0, 0.0, 0.0], [-0.1, -0.1, 0.0], [0.0, 0.0, -0.1], [0.0, 0.0, 0.0], [0.0, 0.1, 0.0], [0.0, 0.0, 0.0], [0.0, 0.0, 0.0], [0.0, 0.0, 0.0], [0.0, 0.0, 0.0], [0.0, 0.0, 0.0], [0.0, 0.0, 0.0], [0.0, 0.0, 0.0], [0.0, 0.0, 0.0], [0.0, 0.0, 0.0], [0.0, 0.0, 0.0], [0.1, -0.1, -0.1], [-0.2, -0.2, 0.3], [0.2, 0.2, 0.0], [-0.2, -0.1, -0.1], [0.0, 0.2, 0.3], [0.1, 0.1, 0.0], [0.0, -0.1, -0.3], [0.1, 0.2, -0.3], [0.0, -0.1, 0.1], [0.1, 0.0, -0.1], [0.0, 0.1, 0.0], [0.2, 0.0, -0.1], [-0.3, 0.1, 0.3], [0.0, 0.0, 0.0], [0.0, 0.0, 0.0], [0.0, 0.0, 0.0], [0.0, 0.0, 0.0], [0.0, 0.0, 0.0], [0.0, 0.0, 0.0], [0.0, 0.0, 0.0], [0.0, 0.0, 0.0], [0.0, 0.0, 0.0], [0.0, 0.1, 0.1], [-0.1, -0.1, -0.1], [0.0, -0.2, 0.1], [0.0, 0.0, 0.0], [0.0, 0.0, 0.0], [0.0, 0.0, 0.0], [-0.1, 0.1, -0.2], [0.1, -0.1, 0.2], [0.0, 0.0, -0.1], [0.1, 0.1, 0.0], [0.0, 0.0, 0.1], [0.0, 0.0, 0.0], [0.0, 0.0, 0.0], [0.0, 0.0, 0.0], [0.0, 0.0, 0.0], [0.0, 0.0, 0.0], [0.0, 0.0, 0.0], [0.0, -0.1, 0.0]], "total_charge": -2, "multiplicity": 1}


What did we get for E_HOMO? Answer: -11.50 -1.24 eV, in the order shown.
What did we get for relative energy (zero: lowest compared OMol25 entry of this formula, charge and spin)? Answer: 0.883 0.000 eV, in the order shown.